# 1
The following is a quantum chemistry calculation of C22H76O26P4 as an isolated structure at a distorted geometry, from the Open Molecules 2025 dataset.

XYZ file:
```
128
Properties=species:S:1:pos:R:3:lowdin_charge:R:1
C -14.412 -14.625 -11.561 -0.136
O -15.661 -14.859 -12.173 -0.177
H -14.519 -13.543 -11.474 0.046
H -14.389 -15.137 -10.599 0.108
H -13.722 -15.095 -12.263 0.070
H -16.271 -14.406 -11.586 0.071
C -17.577 -10.107 -9.181 -0.109
O -17.468 -9.545 -10.480 -0.135
H -16.598 -10.430 -8.826 0.065
H -17.853 -9.344 -8.453 0.088
H -18.248 -10.965 -9.198 0.092
H -16.978 -8.722 -10.409 0.101
C -13.885 -8.546 -14.980 -0.150
O -12.998 -8.487 -16.111 -0.085
H -14.452 -9.477 -14.992 0.064
H -13.470 -8.345 -13.992 0.042
H -14.719 -7.845 -14.998 0.081
H -12.250 -9.078 -15.998 0.059
C -11.993 -12.260 -11.018 -0.174
O -11.496 -12.134 -9.677 -0.074
H -12.568 -11.371 -11.280 0.044
H -11.128 -12.342 -11.676 0.047
H -12.651 -13.109 -11.204 0.073
H -10.966 -12.926 -9.560 0.069
C -13.713 -15.639 -14.386 -0.196
O -13.239 -14.883 -15.418 -0.080
H -14.581 -16.278 -14.545 0.102
H -12.870 -16.253 -14.068 0.098
H -13.879 -14.913 -13.590 0.045
H -12.611 -14.236 -15.087 -0.345
C -13.967 -10.309 -10.218 -0.173
O -13.065 -9.234 -10.440 -0.104
H -13.491 -10.934 -9.462 0.087
H -14.960 -9.976 -9.917 0.075
H -14.113 -10.793 -11.184 0.049
H -12.842 -9.146 -11.369 -0.329
C -11.833 -9.229 -12.910 -0.037
O -12.735 -8.508 -12.090 -0.016
H -11.198 -9.738 -12.186 0.119
H -12.431 -9.784 -13.633 0.072
H -11.195 -8.540 -13.463 0.110
H -12.260 -7.840 -11.590 0.176
C -15.676 -13.601 -17.821 -0.208
O -16.615 -14.573 -18.004 -0.097
H -14.990 -13.716 -16.982 0.081
H -15.065 -13.360 -18.690 0.093
H -16.171 -12.655 -17.600 0.036
H -16.927 -14.913 -17.162 -0.100
C -16.342 -12.427 -10.369 -0.169
O -15.378 -11.927 -9.525 -0.154
H -16.771 -11.811 -11.158 0.087
H -15.766 -13.158 -10.938 0.021
H -17.192 -12.965 -9.949 0.107
H -14.795 -12.624 -9.212 0.113
C -16.323 -14.850 -14.625 -0.101
O -16.917 -14.895 -15.941 -0.103
H -15.345 -15.331 -14.657 0.016
H -16.158 -13.827 -14.289 0.023
H -16.969 -15.405 -13.944 0.120
H -17.203 -15.795 -16.115 0.138
C -9.924 -12.585 -16.403 -0.095
O -9.906 -13.935 -16.110 -0.173
P -10.714 -14.506 -14.859 0.641
O -12.004 -13.808 -14.499 -0.229
O -10.910 -15.988 -15.372 -0.188
C -9.756 -16.921 -15.336 -0.027
O -9.548 -14.660 -13.774 -0.170
C -9.435 -13.762 -12.702 -0.088
H -10.887 -12.353 -16.856 0.103
H -9.056 -12.424 -17.042 0.109
H -9.957 -12.012 -15.476 0.081
H -9.600 -17.629 -16.150 0.094
H -9.969 -17.545 -14.468 0.092
H -8.822 -16.381 -15.176 0.081
H -10.375 -13.666 -12.158 0.061
H -9.068 -12.769 -12.958 0.103
H -8.650 -14.047 -12.001 0.105
C -17.815 -12.844 -14.686 -0.150
O -18.635 -11.738 -14.196 -0.254
P -20.270 -11.743 -14.128 0.528
O -20.737 -10.451 -13.591 -0.231
O -20.688 -12.122 -15.684 -0.227
C -22.056 -11.900 -16.054 -0.105
O -20.571 -13.117 -13.265 -0.240
C -21.702 -13.343 -12.456 -0.112
H -16.793 -12.819 -14.307 0.006
H -17.668 -12.847 -15.766 0.092
H -18.327 -13.775 -14.444 0.113
H -22.680 -12.776 -15.881 0.086
H -22.072 -11.606 -17.104 0.089
H -22.429 -11.036 -15.504 0.078
H -22.278 -12.463 -12.169 0.084
H -21.456 -13.799 -11.497 0.090
H -22.275 -13.907 -13.192 0.091
C -16.001 -11.671 -15.822 -0.133
O -14.956 -11.361 -14.910 -0.208
P -15.069 -11.723 -13.283 0.694
O -15.788 -12.970 -12.935 -0.314
O -13.475 -11.612 -12.771 -0.306
C -12.554 -12.466 -13.510 -0.198
O -15.623 -10.281 -12.791 -0.199
C -17.022 -10.021 -12.827 -0.089
H -15.692 -11.488 -16.851 0.104
H -16.934 -11.315 -15.384 0.094
H -16.211 -12.734 -15.942 0.021
H -12.486 -13.422 -12.990 0.096
H -11.603 -11.958 -13.672 0.115
H -12.850 -12.656 -14.541 0.115
H -17.462 -9.901 -11.836 0.013
H -17.657 -10.618 -13.481 0.058
H -17.088 -8.981 -13.146 0.078
C -15.313 -7.276 -12.647 -0.136
O -16.109 -6.457 -11.850 -0.238
P -15.652 -4.897 -11.764 0.531
O -14.203 -4.592 -11.438 -0.260
O -16.085 -4.335 -13.242 -0.212
C -17.400 -4.552 -13.758 -0.113
O -16.751 -4.192 -10.732 -0.246
C -16.680 -4.417 -9.309 -0.093
H -16.077 -7.835 -13.187 0.065
H -14.735 -7.918 -11.982 0.094
H -14.676 -6.605 -13.222 0.090
H -17.780 -5.544 -13.510 0.079
H -17.723 -4.401 -14.788 0.090
H -18.116 -3.941 -13.209 0.080
H -15.988 -5.210 -9.025 0.086
H -17.678 -4.761 -9.034 0.084
H -16.476 -3.460 -8.829 0.089
```

The highest occupied orbital energy is -7.863 eV. For the relative energy (zero: lowest compared OMol25 entry of this formula, charge and spin), the calculation gives 2549.7 kJ/mol. Its maximum force is 19.18 eV Å⁻¹.

***

# 2
The following is a quantum chemistry calculation of C22H7Cl52NO4 as an isolated structure at a distorted geometry, from the Open Molecules 2025 dataset.

XYZ file:
```
86
Properties=species:S:1:pos:R:3:lowdin_charge:R:1
O 8.287 0.989 0.254 0.244
C 7.615 1.905 0.074 -0.209
N 6.791 2.854 -0.049 0.104
O 7.169 3.970 0.699 -0.018
C 6.485 4.017 1.927 -0.637
O 7.121 3.774 2.915 0.127
O 5.132 4.367 2.009 -0.069
C 4.486 3.178 2.585 -0.147
C 3.152 2.818 1.799 -0.159
C 2.665 3.648 0.684 -0.005
C 1.433 3.199 -0.001 -0.115
C 0.734 1.963 0.404 -0.267
C 1.230 1.168 1.540 -0.116
C 2.441 1.570 2.269 -0.241
H 5.154 2.272 2.443 0.134
H 4.305 3.296 3.682 0.054
H 3.220 4.579 0.391 0.116
H 1.075 3.828 -0.858 0.104
H -0.193 1.649 -0.152 0.012
H 0.713 0.228 1.856 0.066
H 2.847 0.977 3.154 -0.070
C -3.177 -0.512 0.446 -1.977
Cl -2.765 -2.080 -0.298 0.490
Cl -4.033 0.492 -0.738 0.540
Cl -4.216 -0.761 1.860 0.511
Cl -1.685 0.304 0.948 0.625
C 1.928 0.102 -3.446 -1.990
Cl 0.869 -1.319 -3.525 0.487
Cl 3.614 -0.406 -3.666 0.525
Cl 1.482 1.244 -4.731 0.516
Cl 1.745 0.889 -1.866 0.637
C 2.293 2.539 6.580 -1.985
Cl 2.479 2.773 4.832 0.671
Cl 0.631 2.036 6.937 0.534
Cl 3.420 1.281 7.127 0.505
Cl 2.646 4.060 7.421 0.530
C -0.551 -2.877 -7.141 -2.000
Cl -0.391 -2.668 -8.901 0.509
Cl -2.213 -3.370 -6.752 0.505
Cl 0.578 -4.126 -6.590 0.510
Cl -0.177 -1.344 -6.324 0.447
C 6.335 8.111 3.392 -1.967
Cl 6.763 6.555 2.659 0.696
Cl 5.366 9.059 2.249 0.536
Cl 5.397 7.829 4.870 0.538
Cl 7.815 9.005 3.792 0.478
C -2.949 -4.823 3.358 -2.002
Cl -2.121 -4.215 4.805 0.521
Cl -2.125 -6.281 2.775 0.527
Cl -4.631 -5.212 3.756 0.487
Cl -2.920 -3.580 2.092 0.445
C -7.537 -5.432 1.055 -2.011
Cl -9.240 -4.950 1.161 0.501
Cl -7.194 -6.665 2.286 0.508
Cl -7.206 -6.101 -0.556 0.512
Cl -6.505 -4.014 1.326 0.496
C -3.986 0.165 -7.328 -2.011
Cl -3.439 0.930 -5.823 0.517
Cl -4.684 1.396 -8.396 0.525
Cl -2.608 -0.605 -8.131 0.469
Cl -5.214 -1.060 -6.956 0.518
C 4.474 -1.838 3.992 -1.977
Cl 4.979 -1.071 5.512 0.507
Cl 3.792 -0.609 2.900 0.655
Cl 5.877 -2.599 3.218 0.527
Cl 3.247 -3.070 4.335 0.534
C 10.162 11.873 1.283 -2.022
Cl 9.139 10.803 2.264 0.453
Cl 9.145 13.065 0.453 0.516
Cl 11.320 12.712 2.333 0.515
Cl 11.043 10.910 0.083 0.518
C -11.880 -8.173 -0.388 -2.021
Cl -12.563 -8.623 -1.962 0.522
Cl -10.155 -7.811 -0.574 0.490
Cl -12.718 -6.739 0.233 0.475
Cl -12.083 -9.517 0.751 0.523
C 3.182 -7.068 -8.105 -2.042
Cl 2.065 -8.096 -7.188 0.515
Cl 2.262 -5.828 -8.974 0.493
Cl 4.318 -6.287 -6.990 0.515
Cl 4.081 -8.062 -9.267 0.519
C -14.668 -3.318 0.781 -2.031
Cl -14.713 -1.608 0.318 0.523
Cl -15.112 -4.319 -0.613 0.511
Cl -13.031 -3.742 1.320 0.484
Cl -15.816 -3.604 2.102 0.523
```

The highest occupied orbital energy is -9.181 eV. For the relative energy (zero: lowest compared OMol25 entry of this formula, charge and spin), the calculation gives 334.3 kJ/mol. Its maximum force is 3.72 eV Å⁻¹.

***

no.,calculated total energy (Ha)
1,-4204.52537
2,-25127.80173